Molecular formula: C12H44NO10
Method: DFT, ωB97M-V with the def2-TZVPD basis set

Summary:
- M (g/mol) = 362.48
- frontier orbital gap (eV) = 6.371
- energy relative to the best compared isomer or geometry (same formula, charge and spin) (eV) = 0.0000
- net charge = -1
- electronic energy (eV) = -35121.5724

Bonds (Å) are listed after each position.
Positions of all 67 atoms, in Å:
1 C -1.49605 -0.01172 -1.10222  C2 1.534, H4 1.100, H5 1.099, H6 1.100
2 C -0.12374 0.66135 -0.97363  C1 1.534, O3 1.366, H7 1.116, H8 1.116
3 O 0.87109 0.23247 -1.80580  C2 1.366
4 H -1.93675 0.06077 -2.10767  C1 1.100
5 H -2.25881 0.39217 -0.42126  C1 1.099
6 H -1.42122 -1.08364 -0.86860  C1 1.100
7 H 0.22708 0.41875 0.05746  C2 1.116
8 H -0.31378 1.75650 -1.07230  C2 1.116
9 C -2.31525 -1.34048 2.07892  C10 1.515, H12 1.086, H13 1.091, H14 1.085
10 C -3.13397 -0.73157 3.19862  C9 1.515, O11 1.429, H15 1.095, H16 1.100
11 O -4.23064 -1.60959 3.45866  C10 1.429, H17 0.961
12 H -1.40434 -0.79492 1.84949  C9 1.086
13 H -3.01277 -1.30780 1.24051  C9 1.091
14 H -2.01431 -2.35619 2.31416  C9 1.085
15 H -3.52837 0.25659 2.93922  C10 1.095
16 H -2.52324 -0.58953 4.10287  C10 1.100
17 H -4.67132 -1.29955 4.25451  O11 0.961
18 C -1.16533 4.52638 -1.50994  C19 1.506, H21 1.092, H22 1.092, H23 1.089
19 C -1.53597 5.96074 -1.78134  C18 1.506, O20 1.440, H24 1.098, H25 1.104
20 O -0.54027 6.86702 -1.27141  C19 1.440, H26 0.957
21 H -2.02384 3.85291 -1.47058  C18 1.092
22 H -0.66138 4.48756 -0.54243  C18 1.092
23 H -0.51486 4.12297 -2.28444  C18 1.089
24 H -2.53075 6.29963 -1.46223  C19 1.098
25 H -1.60628 6.11872 -2.87168  C19 1.104
26 H -0.35323 7.53010 -1.93539  O20 0.957
27 C -0.51276 -4.68407 0.40878  C28 1.511, H30 1.101, H31 1.090, H32 1.087
28 C -1.23064 -4.47669 -0.90414  C27 1.511, O29 1.430, H33 1.105, H34 1.100
29 O -0.23242 -4.17597 -1.88288  C28 1.430, H35 0.962
30 H 0.18651 -5.51811 0.24552  C27 1.101
31 H -1.11317 -5.06092 1.23673  C27 1.090
32 H 0.08928 -3.82328 0.68835  C27 1.087
33 H -2.00542 -3.69836 -0.78066  C28 1.105
34 H -1.84228 -5.32124 -1.25559  C28 1.100
35 H -0.63884 -4.25305 -2.75109  O29 0.962
36 C 3.57729 -0.00242 1.67287  C37 1.531, H42 1.096, H43 1.086, H44 1.087
37 C 2.28942 0.72794 2.06401  C36 1.531, C38 1.510, N41 1.507, H45 1.089
38 C 1.20593 -0.23896 2.47934  C37 1.510, O39 1.435, H46 1.097, H47 1.098
39 O 1.71457 -1.00516 3.58125  C38 1.435, C40 1.390
40 C 0.75761 -1.85944 4.11705  O39 1.390, H48 1.101, H49 1.092, H50 1.100
41 N 2.61521 1.66542 3.19824  C37 1.507, H51 1.028, H52 1.028
42 H 3.46322 -0.32026 0.63059  C36 1.096
43 H 3.77361 -0.87372 2.29063  C36 1.086
44 H 4.40733 0.69915 1.68540  C36 1.087
45 H 1.98519 1.35321 1.22615  C37 1.089
46 H 0.98583 -0.93621 1.66100  C38 1.097
47 H 0.30336 0.26331 2.85031  C38 1.098
48 H -0.08804 -1.38695 4.64083  C40 1.101
49 H 1.25692 -2.49776 4.84937  C40 1.092
50 H 0.33902 -2.52797 3.35103  C40 1.100
51 H 2.53979 1.08126 4.04077  N41 1.028
52 H 1.78588 2.25449 3.34772  N41 1.028
53 O 1.80889 -2.24421 -1.00614  H54 1.013, H55 0.969
54 H 1.44653 -1.30397 -1.11393  O53 1.013
55 H 1.03011 -2.81697 -1.07288  O53 0.969
56 O 3.69746 -1.86524 -3.25082  H57 0.981, H58 0.961
57 H 2.97726 -1.86775 -2.58503  O56 0.981
58 H 4.21712 -2.64208 -3.02516  O56 0.961
59 O -0.40995 1.98527 -4.38305  H60 0.964, H61 0.964
60 H -0.87859 2.13441 -3.55419  O59 0.964
61 H -0.94952 2.41034 -5.05997  O59 0.964
62 O 0.18034 -1.06510 -4.28520  H63 0.962, H64 0.999
63 H -0.66613 -1.52149 -4.24558  O62 0.962
64 H 0.30979 -0.72367 -3.35502  O62 0.999
65 O 1.88366 3.63247 -2.86302  H66 0.964, H67 0.965
66 H 1.96732 4.58456 -2.99191  O65 0.964
67 H 1.99163 3.49957 -1.91320  O65 0.965

Here is what natural (NBO) gives for the atomic charges, in e:
1 C -0.6470
2 C -0.0139
3 O -0.9541
4 H 0.1878
5 H 0.1742
6 H 0.1811
7 H 0.0916
8 H 0.0893
9 C -0.6381
10 C -0.0577
11 O -0.7308
12 H 0.2338
13 H 0.2171
14 H 0.2090
15 H 0.1546
16 H 0.1456
17 H 0.4612
18 C -0.6577
19 C -0.0615
20 O -0.7366
21 H 0.2130
22 H 0.2208
23 H 0.2441
24 H 0.1531
25 H 0.1498
26 H 0.4653
27 C -0.6422
28 C -0.0646
29 O -0.7246
30 H 0.2087
31 H 0.2095
32 H 0.2297
33 H 0.1591
34 H 0.1511
35 H 0.4785
36 C -0.6261
37 C -0.0829
38 C -0.0876
39 O -0.5596
40 C -0.2400
41 N -0.8287
42 H 0.2387
43 H 0.2096
44 H 0.2125
45 H 0.2157
46 H 0.2007
47 H 0.1601
48 H 0.1516
49 H 0.1829
50 H 0.1654
51 H 0.3464
52 H 0.3328
53 O -1.0383
54 H 0.5136
55 H 0.4743
56 O -0.9657
57 H 0.5097
58 H 0.4440
59 O -0.9036
60 H 0.4630
61 H 0.4427
62 O -0.9786
63 H 0.4293
64 H 0.5145
65 O -0.9168
66 H 0.4487
67 H 0.4727